Entry 1:
{"formula": "C35H51BrN2O7P", "method": "the ωB97M-V functional and the def2-TZVPD basis", "total_charge": -1, "gap_ev": 0.7, "energy_ha": -4915.10622, "elements": ["C", "C", "C", "C", "C", "C", "C", "O", "C", "C", "O", "C", "C", "C", "C", "C", "C", "C", "C", "C", "C", "C", "C", "C", "C", "N", "C", "Br", "C", "N", "P", "C", "O", "C", "C", "C", "H", "H", "H", "H", "H", "H", "H", "H", "H", "H", "H", "H", "H", "H", "H", "H", "H", "H", "H", "H", "H", "H", "H", "H", "H", "H", "H", "H", "H", "H", "H", "H", "H", "H", "H", "H", "H", "H", "H", "H", "H", "H", "H", "H", "H", "H", "H", "H", "H", "C", "C", "C", "O", "C", "C", "C", "O", "O", "O", "H", "H"], "positions_angstrom": [[5.420, 2.582, 1.788], [5.312, 2.165, 0.533], [5.606, 1.639, -0.953], [6.649, 0.408, -1.047], [6.603, -0.609, 0.215], [5.234, -1.491, 0.035], [3.989, -0.921, 0.925], [2.987, -0.454, -0.013], [1.631, -0.665, 0.471], [0.585, -1.109, -0.682], [-0.252, -2.257, -0.305], [-1.627, -1.894, -0.616], [-2.283, -2.079, -2.063], [-3.761, -1.621, -2.343], [-4.725, -0.957, -1.238], [-6.251, -0.466, -1.601], [-6.056, 0.688, -2.732], [-6.889, -1.760, -2.391], [-7.115, -0.037, -0.320], [-8.357, 0.956, -0.562], [-9.287, 0.644, -1.839], [-7.945, 2.550, -0.499], [-9.338, 0.753, 0.747], [-4.080, -0.829, 0.201], [-2.569, -1.281, 0.494], [7.738, -1.636, 0.178], [9.093, -1.017, 0.015], [10.410, -2.571, 0.086], [9.186, -0.334, -1.450], [8.650, -1.252, -2.539], [10.947, 0.154, -1.990], [11.668, -1.265, -3.080], [12.035, 0.261, -0.644], [8.150, 0.946, -1.412], [8.733, 2.033, -0.366], [9.052, 3.394, -1.234], [5.591, 2.850, 2.903], [6.055, 2.525, -1.567], [4.607, 1.353, -1.447], [6.322, -0.226, -1.971], [6.683, -0.097, 1.242], [4.949, -1.648, -1.067], [5.505, -2.553, 0.448], [3.631, -1.832, 1.565], [4.343, -0.129, 1.685], [1.535, -1.389, 1.358], [1.258, 0.374, 0.859], [1.223, -1.367, -1.624], [-0.054, -0.185, -0.987], [-1.666, -2.556, -2.916], [-4.153, -1.789, -3.427], [-6.893, 0.505, -3.528], [-6.045, 1.760, -2.324], [-5.060, 0.568, -3.333], [-7.962, -1.579, -2.756], [-6.270, -2.027, -3.345], [-6.940, -2.699, -1.696], [-7.552, -1.020, 0.139], [-6.493, 0.437, 0.548], [-9.614, -0.474, -1.911], [-8.878, 1.052, -2.846], [-10.286, 1.228, -1.665], [-6.782, 2.657, -0.475], [-8.301, 3.029, 0.506], [-8.422, 3.125, -1.373], [-9.917, -0.246, 0.563], [-10.088, 1.633, 0.861], [-8.696, 0.618, 1.698], [-4.653, -0.409, 1.099], [-2.110, -1.142, 1.555], [7.553, -2.413, -0.491], [7.730, -2.081, 1.133], [9.411, -0.326, 0.881], [8.788, -0.802, -3.471], [9.111, -2.176, -2.501], [12.730, -1.001, -3.450], [11.596, -2.298, -2.577], [11.001, -1.304, -4.035], [12.602, 1.058, -0.849], [8.106, 1.334, -2.510], [9.770, 1.727, 0.080], [8.055, 2.239, 0.545], [9.184, 4.305, -0.533], [8.299, 3.570, -2.083], [10.098, 3.205, -1.705], [-10.189, 1.489, 6.107], [-10.877, 0.647, 6.927], [-10.480, -0.821, 6.765], [-10.925, -1.736, 7.457], [-9.507, -1.169, 5.710], [-8.830, -0.328, 4.882], [-9.148, 1.149, 5.117], [-8.592, 2.078, 4.527], [-7.998, -0.626, 3.980], [-11.765, 0.941, 7.772], [-10.395, 2.553, 6.158], [-9.339, -2.236, 5.621]], "atomic_forces_ev_per_a": [[-0.147, -2.505, -6.320], [1.904, 1.912, 6.102], [-0.467, 0.760, 0.781], [0.834, -0.396, -0.599], [-2.013, 0.276, -1.369], [0.584, -0.307, 1.567], [0.731, -1.329, -0.142], [-0.118, -1.290, 1.556], [-1.977, 1.191, 0.725], [1.410, 0.865, -1.040], [-1.711, 2.443, -1.042], [-4.758, 1.008, -0.383], [-1.749, 1.437, 2.609], [1.408, 0.254, 2.686], [3.767, -1.170, 1.630], [1.576, -0.808, -1.140], [0.035, -0.332, -0.914], [-0.188, -0.395, 0.139], [-0.346, -0.442, 0.539], [-1.182, 0.653, 1.176], [-0.854, 0.593, 0.092], [0.567, -0.403, 0.482], [0.328, -0.880, -0.598], [2.265, -1.453, -2.772], [-0.506, -0.470, -3.098], [0.264, 0.803, 1.388], [0.602, 0.684, -1.669], [-0.241, -0.049, 0.137], [-1.391, -0.689, 0.866], [0.539, 0.410, 0.932], [1.508, 0.874, -0.661], [-0.848, -0.709, -0.317], [-0.562, 0.572, -1.404], [0.588, -0.843, 0.640], [0.548, 1.101, -0.813], [1.037, -0.497, 0.721], [-0.706, -0.535, -2.732], [-0.865, -1.536, 1.222], [1.520, 0.382, 0.940], [0.613, 1.162, 1.743], [-0.233, -0.655, -1.675], [0.400, 0.553, 1.707], [-0.649, 1.737, -0.631], [0.229, 1.662, -1.263], [-0.616, -0.926, -1.421], [0.484, 0.837, -1.443], [0.656, -1.841, -0.515], [-1.070, 0.190, 1.546], [0.924, -1.807, 0.715], [-1.172, 0.907, 1.606], [0.807, 0.384, 2.258], [1.382, 0.812, 1.516], [-0.310, -1.718, -0.578], [-1.706, -0.013, 1.290], [1.611, 0.027, 0.648], [-1.007, 0.532, 1.858], [0.289, 1.744, -1.201], [0.793, 1.686, -0.804], [-0.947, -0.810, -1.794], [0.846, 1.980, 0.093], [-0.513, -0.958, 1.675], [1.753, -0.973, -0.274], [-2.099, -0.023, -0.350], [0.520, -0.986, -1.879], [0.910, -0.781, 1.249], [0.859, 1.778, 0.538], [1.353, -1.575, -0.232], [-1.155, 0.374, -1.304], [0.876, -0.735, -1.615], [-1.077, -0.272, -2.080], [0.322, 0.767, 0.035], [-0.006, 0.111, -0.780], [-0.989, -1.139, -1.489], [-0.101, -0.627, 1.076], [-0.068, 0.848, -0.300], [-1.718, -0.357, 0.960], [0.484, 1.542, -0.819], [1.177, 0.141, 1.627], [-0.986, -1.215, 0.409], [0.129, -0.351, 2.027], [-1.888, 0.251, -0.868], [0.785, -0.369, -1.695], [-0.500, -1.407, -1.278], [1.047, -0.109, 1.508], [-1.900, 0.407, 0.538], [1.424, 1.174, -1.662], [-1.406, -1.267, 1.605], [1.078, -1.218, -0.945], [-0.304, 0.586, 0.177], [-1.226, -1.084, 1.403], [1.110, 1.276, -1.350], [-1.217, 1.125, 1.187], [0.319, -0.517, -0.415], [-0.410, -0.054, 0.355], [0.661, 0.025, -0.661], [-0.022, 0.033, 0.071], [0.067, -0.041, -0.015]], "mulliken_charge": [-0.222, -0.343, -0.696, -0.159, -0.224, -0.937, -0.359, -0.162, -0.645, -0.395, -0.374, 0.121, -0.584, -0.232, -0.253, 2.141, -1.191, -1.168, -1.258, 1.780, -1.499, -1.315, -1.563, -0.356, -0.456, 0.524, -0.945, -0.195, -0.199, -0.580, 0.093, -0.840, -0.494, -0.507, -0.564, -1.114, 0.341, 0.408, 0.300, 0.539, 0.147, 0.309, 0.394, 0.434, 0.192, 0.304, 0.258, 0.266, 0.306, 0.259, 0.133, 0.208, 0.183, 0.373, 0.312, 0.294, 0.295, 0.243, 0.260, 0.222, 0.240, 0.418, 0.283, 0.347, 0.256, 0.352, 0.390, 0.380, 0.330, 0.257, 0.528, 0.498, 0.378, 0.372, 0.315, 0.332, 0.225, 0.286, 0.354, 0.591, 0.449, 0.289, 0.344, 0.280, 0.248, -0.673, 0.365, 0.512, -0.697, -0.698, 0.495, 0.659, -0.729, -0.770, -0.768, 0.371, 0.376]}


Entry 2:
{"formula": "C6H6", "method": "the ωB97M-V functional and the def2-TZVPD basis", "total_charge": 0, "gap_ev": 10.4, "energy_ha": -232.02551, "de_lowest_kj_mol": 527.2, "elements": ["C", "C", "C", "C", "C", "C", "H", "H", "H", "H", "H", "H"], "positions_angstrom": [[-1.879, 0.750, 0.122], [-1.170, -0.606, 0.051], [0.278, -0.484, -0.090], [1.469, -0.372, -0.241], [2.848, -0.227, -0.350], [4.092, -0.164, -0.609], [-2.962, 0.608, 0.053], [-1.659, 1.263, 1.062], [-1.563, 1.398, -0.701], [-1.533, -1.181, -0.808], [-1.391, -1.203, 0.944], [3.470, 0.218, 0.566]], "atomic_forces_ev_per_a": [[-0.064, 0.086, -0.003], [-0.036, -0.068, -0.018], [0.445, 0.023, -0.063], [-0.525, -0.056, 0.055], [0.324, -0.056, -0.250], [-0.643, 0.028, 0.277], [0.137, 0.038, 0.041], [0.000, -0.083, -0.149], [-0.064, -0.111, 0.104], [0.001, 0.062, 0.099], [0.018, 0.070, -0.134], [0.407, 0.069, 0.042]], "mulliken_charge": [-1.070, -0.292, -0.054, 0.242, 0.368, -0.926, 0.321, 0.304, 0.325, 0.270, 0.260, 0.255]}


Entry 3:
{"formula": "H24HeO12", "method": "the ωB97M-V functional and the def2-TZVPD basis", "total_charge": 0, "gap_ev": 9.7, "energy_ha": -920.16992, "de_lowest_kj_mol": 102.7, "elements": ["He", "O", "H", "H", "O", "H", "H", "O", "H", "H", "O", "H", "H", "O", "H", "H", "O", "H", "H", "O", "H", "H", "O", "H", "H", "O", "H", "H", "O", "H", "H", "O", "H", "H", "O", "H", "H"], "positions_angstrom": [[0.093, 0.234, 0.120], [-0.803, -2.611, 0.806], [-1.082, -2.208, -0.016], [-0.740, -3.545, 0.606], [-0.017, 1.977, -3.185], [-0.119, 2.819, -2.742], [-0.850, 1.527, -3.041], [-2.218, -1.662, -1.532], [-3.090, -2.054, -1.484], [-2.292, -0.994, -2.214], [2.205, -0.288, -1.280], [1.684, 0.474, -1.030], [1.688, -0.721, -1.959], [0.248, -1.291, 3.046], [0.953, -1.766, 3.486], [0.019, -1.841, 2.297], [-2.659, 0.387, 0.261], [-2.112, 1.172, 0.257], [-2.241, -0.200, -0.369], [1.633, 2.592, -0.399], [1.826, 2.309, 0.495], [0.678, 2.657, -0.429], [1.823, 1.125, 2.247], [2.626, 0.679, 1.979], [1.245, 0.422, 2.543], [-2.291, 0.161, 3.318], [-1.574, -0.224, 2.814], [-2.741, 0.734, 2.697], [-1.073, 2.803, -0.104], [-1.484, 3.185, 0.671], [-1.127, 3.490, -0.768], [0.879, -1.993, -3.035], [-0.041, -2.246, -2.964], [0.941, -1.553, -3.883], [3.249, -1.065, 1.292], [2.744, -0.929, 0.491], [4.019, -1.558, 1.009]], "atomic_forces_ev_per_a": [[-0.135, -0.043, 0.096], [0.080, -0.159, 0.254], [-0.093, 0.277, -0.276], [0.088, -0.254, 0.063], [0.053, -0.217, -0.154], [0.206, 0.214, 0.016], [-0.232, -0.060, 0.029], [0.435, -0.197, -0.303], [-0.368, -0.185, 0.177], [-0.021, 0.180, -0.316], [0.389, -0.118, 0.378], [0.155, 0.775, 0.035], [-0.170, -0.487, -0.184], [0.112, 0.435, 0.340], [0.216, 0.003, 0.189], [-0.216, -0.332, -0.652], [-0.433, 0.213, 0.216], [0.214, 0.279, -0.158], [0.046, -0.318, 0.097], [0.515, 0.064, -0.815], [-0.026, -0.213, 0.687], [-0.081, -0.116, 0.404], [-0.035, 1.038, -0.177], [0.381, -0.427, 0.010], [-0.366, -0.512, 0.164], [-0.224, 0.273, 0.375], [0.297, -0.229, 0.027], [-0.187, -0.082, -0.214], [-0.340, -0.169, -0.182], [0.030, 0.237, 0.451], [-0.232, 0.303, -0.167], [0.024, -0.028, -0.026], [-0.297, -0.167, 0.175], [0.139, 0.111, -0.368], [0.232, -0.184, 0.736], [-0.356, 0.123, -0.884], [0.203, -0.027, -0.044]], "mulliken_charge": [0.021, -0.617, 0.287, 0.263, -0.582, 0.258, 0.307, -0.647, 0.278, 0.296, -0.655, 0.236, 0.424, -0.640, 0.287, 0.352, -0.602, 0.401, 0.300, -0.676, 0.338, 0.384, -0.644, 0.350, 0.325, -0.604, 0.355, 0.295, -0.681, 0.304, 0.282, -0.663, 0.293, 0.331, -0.642, 0.408, 0.280]}


Number 1 is which compound? C35H51BrN2O7P


Copy entry 2 word for word.
{"formula": "C6H6", "method": "the ωB97M-V functional and the def2-TZVPD basis", "total_charge": 0, "gap_ev": 10.4, "energy_ha": -232.02551, "de_lowest_kj_mol": 527.2, "elements": ["C", "C", "C", "C", "C", "C", "H", "H", "H", "H", "H", "H"], "positions_angstrom": [[-1.879, 0.750, 0.122], [-1.170, -0.606, 0.051], [0.278, -0.484, -0.090], [1.469, -0.372, -0.241], [2.848, -0.227, -0.350], [4.092, -0.164, -0.609], [-2.962, 0.608, 0.053], [-1.659, 1.263, 1.062], [-1.563, 1.398, -0.701], [-1.533, -1.181, -0.808], [-1.391, -1.203, 0.944], [3.470, 0.218, 0.566]], "atomic_forces_ev_per_a": [[-0.064, 0.086, -0.003], [-0.036, -0.068, -0.018], [0.445, 0.023, -0.063], [-0.525, -0.056, 0.055], [0.324, -0.056, -0.250], [-0.643, 0.028, 0.277], [0.137, 0.038, 0.041], [0.000, -0.083, -0.149], [-0.064, -0.111, 0.104], [0.001, 0.062, 0.099], [0.018, 0.070, -0.134], [0.407, 0.069, 0.042]], "mulliken_charge": [-1.070, -0.292, -0.054, 0.242, 0.368, -0.926, 0.321, 0.304, 0.325, 0.270, 0.260, 0.255]}